{"formula": "C42H62ClN7O3P", "method": "wB97M-V/def2-TZVPD", "gap_ev": 5.266, "e_lumo_ev": -4.20, "multiplicity": 1, "charge": 1, "symbols": ["C", "C", "C", "C", "C", "C", "N", "N", "C", "C", "C", "O", "C", "C", "C", "C", "C", "C", "C", "C", "C", "C", "C", "N", "C", "C", "C", "C", "O", "C", "C", "P", "O", "Cl", "H", "H", "H", "H", "H", "H", "H", "H", "H", "H", "H", "H", "H", "H", "H", "H", "H", "H", "H", "H", "H", "H", "H", "H", "H", "H", "H", "H", "H", "H", "H", "H", "H", "H", "H", "H", "H", "H", "H", "H", "H", "H", "N", "C", "C", "C", "C", "H", "H", "H", "H", "H", "N", "C", "C", "C", "C", "H", "H", "H", "H", "H", "N", "C", "C", "C", "C", "H", "H", "H", "H", "H", "N", "C", "C", "C", "C", "H", "H", "H", "H", "H"], "xyz": [[-4.2488, -3.1698, -1.4104], [-3.8318, -4.6138, -1.0847], [-3.2171, -4.8050, 0.3034], [-1.9269, -4.0138, 0.5519], [-0.7499, -4.5326, -0.2877], [0.2882, -3.4737, -0.5188], [-0.0003, -2.6611, -1.5089], [0.8234, -1.6377, -1.7569], [0.3130, -0.7914, -2.8390], [-0.6564, 0.3091, -2.3562], [-2.0339, -0.2315, -1.9913], [-0.0495, 1.1575, -1.3973], [-0.1068, 0.7871, -0.0232], [-0.9044, 1.7415, 0.8282], [-0.4643, 1.9927, 2.1192], [-1.1522, 2.8604, 2.9475], [-2.2917, 3.4923, 2.4767], [-2.7331, 3.2562, 1.1889], [-2.0449, 2.3850, 0.3671], [1.9511, -1.3823, -1.1039], [2.7916, -0.1993, -1.4871], [4.0172, -0.5900, -2.3520], [3.8643, -1.8624, -3.1732], [5.1159, -2.1754, -3.8652], [2.3352, -2.2654, -0.0482], [3.6301, -2.0497, 0.6904], [4.7292, -3.0627, 0.3135], [6.0995, -2.5244, 0.7124], [6.0467, -1.9978, 2.0233], [6.6846, -0.7490, 2.1743], [1.4771, -3.3135, 0.2536], [1.9935, -4.4126, 1.6720], [0.5777, -4.8131, 2.3595], [2.3259, -6.0947, 0.5841], [-3.9302, -2.4567, -0.6501], [-3.8590, -2.8396, -2.3734], [-5.3332, -3.0900, -1.4769], [-3.1775, -5.0177, -1.8607], [-4.7255, -5.2389, -1.1212], [-3.9497, -4.4795, 1.0447], [-3.0003, -5.8645, 0.4549], [-2.1029, -2.9689, 0.2749], [-1.6967, -4.0149, 1.6149], [-1.1507, -4.7995, -1.2670], [-0.3043, -5.4324, 0.1256], [-0.2697, -1.4411, -3.4822], [1.1259, -0.3920, -3.4353], [-0.8012, 0.9348, -3.2411], [-2.0599, -0.7735, -1.0484], [-2.7714, 0.5665, -2.0024], [-2.3375, -0.9434, -2.7619], [-0.4654, -0.2386, 0.1017], [0.9193, 0.8097, 0.3581], [0.4436, 1.5238, 2.4835], [-0.7835, 3.0596, 3.9449], [-2.8284, 4.1828, 3.1136], [-3.6136, 3.7725, 0.8284], [-2.3885, 2.2356, -0.6457], [3.1494, 0.2210, -0.5488], [2.2028, 0.5865, -1.9452], [4.2690, 0.2398, -3.0122], [4.8711, -0.7350, -1.6841], [3.0289, -1.7728, -3.8764], [3.6470, -2.7006, -2.5040], [4.9605, -2.4912, -4.8111], [5.7203, -1.3656, -3.9042], [4.0278, -1.0507, 0.5382], [3.4349, -2.1381, 1.7599], [4.5562, -4.0128, 0.8176], [4.7479, -3.2152, -0.7674], [6.8369, -3.3307, 0.6712], [6.4237, -1.7534, 0.0037], [7.7064, -0.7661, 1.7868], [6.1324, 0.0488, 1.6612], [6.7137, -0.5184, 3.2361], [0.4503, -4.2699, 3.1480], [-5.2498, 6.1430, 2.6955], [-4.3051, 6.7094, 1.8810], [-4.9618, 7.4539, 0.9381], [-6.3551, 7.3357, 1.1969], [-6.5001, 6.5223, 2.2873], [-5.0589, 5.5436, 3.4763], [-3.2552, 6.5345, 2.0405], [-4.4970, 8.0204, 0.1488], [-7.1569, 7.7972, 0.6458], [-7.3807, 6.1848, 2.8058], [-1.3529, -3.2443, -5.1525], [-1.1408, -2.8574, -6.4509], [-2.1831, -3.3294, -7.1998], [-3.0570, -4.0288, -6.3223], [-2.5192, -3.9599, -5.0670], [-0.7448, -3.0580, -4.3798], [-0.2728, -2.2843, -6.7292], [-2.3077, -3.1921, -8.2603], [-3.9747, -4.5259, -6.5866], [-2.8626, -4.3551, -4.1258], [-1.2325, 10.6626, 0.9103], [0.0958, 10.3635, 0.7845], [0.2242, 9.0018, 0.8380], [-1.0806, 8.4603, 1.0031], [-1.9582, 9.5118, 1.0430], [-1.6176, 11.5886, 0.9081], [0.8323, 11.1394, 0.6678], [1.1491, 8.4546, 0.7677], [-1.3399, 7.4180, 1.0826], [-3.0277, 9.5385, 1.1554], [1.0984, -2.3383, 5.5196], [1.5744, -1.1373, 5.0567], [2.7395, -0.8699, 5.7215], [2.9758, -1.9486, 6.6183], [1.9485, -2.8389, 6.4711], [0.2433, -2.7711, 5.2262], [1.0411, -0.5797, 4.3049], [3.3539, 0.0045, 5.5879], [3.8055, -2.0545, 7.2959], [1.7500, -3.7780, 6.9577]], "mulliken_charge": [-0.874, -0.425, -1.210, 0.396, -0.754, 0.347, -1.026, 1.998, -1.018, 0.419, -1.545, -0.475, 0.802, 0.094, -0.319, -0.938, -0.234, -0.812, -0.237, 0.084, -2.080, -1.014, -0.067, -0.614, 0.140, -1.527, -0.394, -0.865, -0.346, -0.692, 0.838, 0.261, -0.405, -0.235, 0.293, 0.050, 0.460, 0.297, 0.431, 0.372, 0.373, -0.184, 0.241, 0.220, 0.644, -0.476, 0.666, 0.470, 0.249, 0.479, 0.494, -0.169, 0.095, 0.392, 0.422, 0.321, 0.457, 0.274, 0.627, 0.849, 0.586, 0.166, 0.317, -0.089, 0.283, 0.236, 0.197, 0.910, 0.486, 0.257, 0.404, 0.375, 0.328, 0.263, 0.241, 0.302, 0.028, -0.480, -0.208, -0.688, -0.528, 0.223, 0.326, 0.513, 0.403, 0.408, 0.026, -0.372, -0.633, -0.670, -0.055, 0.356, 0.366, 0.406, 0.419, 0.242, 0.000, -0.429, -0.871, 0.088, -0.543, 0.184, 0.373, 0.376, 0.471, 0.366, 0.003, -0.644, -0.426, -0.490, -0.524, 0.238, 0.614, 0.427, 0.416, 0.409]}